The following is a DFT calculation (ωB97M-V/def2-TZVPD) of an isolated molecule of C2H3N3.

Last column: Mulliken charge in e.
Element x y z (Å)
N -1.24 0.10 0.10  -0.551
H 2.10 0.14 -0.17  0.372
N -0.41 -1.88 0.02  -0.344
C -0.11 0.70 0.01  0.226
H -2.06 0.69 0.17  0.222
C 1.06 -0.12 -0.08  -0.609
N 0.64 -1.40 -0.06  0.318
H 0.02 1.78 0.01  0.366

HOMO energy ... -8.7 eV
Relative energy (zero: lowest compared OMol25 entry of this formula, charge and spin) ... 212.6 kJ/mol
HOMO-LUMO gap ... 9.228 eV



The following is a DFT calculation (ωB97M-V/def2-TZVPD) of an isolated molecule of C2H3N3 at a distorted geometry.

Last column: Mulliken charge in e.
Element x y z (Å)
N -0.85 0.76 -0.38  0.732
N -0.16 0.04 -1.08  -1.026
H 1.49 -1.35 -1.24  0.287
C -1.47 1.28 0.43  -0.088
H -2.42 1.65 0.63  0.316
H 1.68 -1.02 1.31  0.205
C 0.82 -0.72 -0.46  0.168
N 0.91 -0.64 0.80  -0.593

HOMO energy ... -8.7 eV
Relative energy (zero: lowest compared OMol25 entry of this formula, charge and spin) ... 355.5 kJ/mol
HOMO-LUMO gap ... 9.411 eV



The following is a DFT calculation (ωB97M-V/def2-TZVPD) of an isolated molecule of C2H3N3O at a distorted geometry.

Last column: Mulliken charge in e.
Element x y z (Å)
C -0.29 1.14 0.12  -0.152
H 2.58 -0.18 0.49  0.372
C -0.08 -1.00 -0.01  0.135
N -1.39 -0.83 -0.01  -0.439
H -0.02 2.17 -0.18  0.329
N -1.53 0.54 -0.11  -0.296
N 0.57 0.09 0.20  0.220
H 0.72 -1.91 0.02  0.261
O 1.92 0.05 -0.20  -0.430

HOMO energy ... -9.9 eV
SMILES ... On1cnnc1
Relative energy (zero: lowest compared OMol25 entry of this formula, charge and spin) ... 392.0 kJ/mol
HOMO-LUMO gap ... 10.133 eV



The following is a DFT calculation (ωB97M-V/def2-TZVPD) of an isolated molecule of C2H3N3O at a distorted geometry.

Last column: Mulliken charge in e.
Element x y z (Å)
H 1.56 -0.63 0.39  0.238
O -0.93 0.77 1.63  -0.579
H 0.95 -0.76 1.98  0.250
H -0.92 1.59 -0.94  0.362
N -0.37 -1.03 -2.44  -0.560
C -0.47 0.64 -0.67  -0.286
C -0.25 0.29 0.75  0.538
N -0.40 -0.25 -1.61  0.482
N 0.75 -0.63 0.99  -0.444

HOMO energy ... -9.1 eV
Relative energy (zero: lowest compared OMol25 entry of this formula, charge and spin) ... 131.3 kJ/mol
HOMO-LUMO gap ... 9.548 eV



The following is a DFT calculation (ωB97M-V/def2-TZVPD) of an isolated molecule of C2H3N3O at a distorted geometry.

Last column: Mulliken charge in e.
Element x y z (Å)
H -0.79 -0.99 -2.23  0.372
H 1.15 -0.39 1.87  0.264
N 0.61 -1.61 -0.82  -0.271
H -0.96 1.90 0.66  0.381
C -0.21 -0.75 -1.32  0.149
O -0.31 1.46 1.24  -0.482
N -0.48 0.42 -0.74  -0.659
C 0.09 0.44 0.47  0.731
N 0.90 -0.48 0.87  -0.485

HOMO energy ... -9.8 eV
Relative energy (zero: lowest compared OMol25 entry of this formula, charge and spin) ... 298.6 kJ/mol
HOMO-LUMO gap ... 8.544 eV



The following is a DFT calculation (ωB97M-V/def2-TZVPD) of an isolated molecule of C2H3N3O at a distorted geometry.

Last column: Mulliken charge in e.
Element x y z (Å)
N -1.93 -0.41 0.00  -0.614
H -0.44 1.86 -0.14  0.264
H 2.44 -1.13 0.25  0.332
C -0.71 -0.29 -0.11  0.447
O 1.35 0.63 -0.04  -0.262
H -2.42 0.51 0.29  0.214
C 1.41 -0.71 0.02  0.153
N -0.03 0.90 -0.10  -0.107
N 0.31 -1.37 -0.16  -0.427

HOMO energy ... -9.1 eV
SMILES ... [H]/N=c1/nco[nH]1
Relative energy (zero: lowest compared OMol25 entry of this formula, charge and spin) ... 274.2 kJ/mol
HOMO-LUMO gap ... 9.736 eV



The following is a DFT calculation (ωB97M-V/def2-TZVPD) of an isolated molecule of C2H3N3O at a distorted geometry.

Last column: Mulliken charge in e.
Element x y z (Å)
C -0.76 -0.37 -0.25  -0.263
H -1.81 -0.57 -0.22  0.415
N 0.09 -0.91 -1.12  -0.025
N 1.29 0.44 0.14  -0.101
N 1.51 -0.31 -0.83  -0.423
H 0.28 1.56 2.04  0.353
C 0.00 0.47 0.54  0.367
H -0.15 -1.55 -1.84  0.189
O -0.45 1.24 1.53  -0.513

HOMO energy ... -8.5 eV
SMILES ... Oc1c[nH]nn1
Relative energy (zero: lowest compared OMol25 entry of this formula, charge and spin) ... 187.6 kJ/mol
HOMO-LUMO gap ... 9.458 eV



The following is a DFT calculation (ωB97M-V/def2-TZVPD) of a cluster of 2 separate species, C2H3N3O in total at a distorted geometry.

Last column: Mulliken charge in e.
Element x y z (Å)
N -0.32 -0.35 -1.05  -0.387
H 1.75 -0.74 0.02  0.310
H -0.06 -0.15 -2.06  0.231
C -1.25 0.50 -0.48  0.269
C 1.25 -0.40 0.85  0.494
H -1.24 1.32 0.32  0.266
N 0.61 -0.61 1.91  -0.446
O 1.23 0.75 1.49  -0.354
N -1.97 -0.34 -1.00  -0.383

HOMO energy ... -9.3 eV
SMILES ... C1=NN1.C1=NO1
Relative energy (zero: lowest compared OMol25 entry of this formula, charge and spin) ... 755.5 kJ/mol
HOMO-LUMO gap ... 10.097 eV



The following is a DFT calculation (ωB97M-V/def2-TZVPD) of an isolated molecule of C2H3N3O at a distorted geometry.

Last column: Mulliken charge in e.
Element x y z (Å)
C -0.48 0.14 -0.16  0.231
H 1.87 0.02 1.02  0.385
C -1.91 -0.08 0.00  0.261
H 0.87 1.15 -0.01  0.505
N -3.16 -0.19 0.10  -0.409
H 0.65 -1.55 -0.84  0.324
N 0.48 -0.75 -0.03  -0.170
O 1.78 -0.13 0.04  -0.495
N -0.11 1.39 -0.12  -0.632

HOMO energy ... -10.3 eV
SMILES ... [H]/N=C(/C#N)NO
Relative energy (zero: lowest compared OMol25 entry of this formula, charge and spin) ... 464.5 kJ/mol
HOMO-LUMO gap ... 10.317 eV



The following is a DFT calculation (ωB97M-V/def2-TZVPD) of an isolated molecule of C2H3N3O2 at a distorted geometry.

Last column: Mulliken charge in e.
Element x y z (Å)
H -2.20 0.54 -1.30  0.271
N 1.10 1.22 0.60  0.028
H -1.66 -1.20 -1.33  0.366
C -1.35 -0.15 -1.49  -0.753
N -0.24 0.02 -0.60  0.166
H -1.08 -0.04 -2.53  0.253
C 0.05 -0.68 0.54  0.570
O -0.38 -1.76 0.84  -0.547
N 1.00 0.15 1.20  -0.259
O 0.35 1.26 -0.54  -0.095

HOMO energy ... -10.2 eV
SMILES ... Cn1onnc1=O
Relative energy (zero: lowest compared OMol25 entry of this formula, charge and spin) ... 363.7 kJ/mol
HOMO-LUMO gap ... 10.216 eV



The following is a DFT calculation (ωB97M-V/def2-TZVPD) of a cluster of 2 separate species, C2H3N3O2 in total at a distorted geometry.

Last column: Mulliken charge in e.
Element x y z (Å)
O 0.98 1.42 0.95  -0.199
O -1.38 2.96 -0.53  -0.147
H -0.13 -2.55 -0.09  0.219
N -0.41 0.06 -0.82  -0.435
H -0.96 -0.58 -1.39  0.182
H 0.87 -2.09 1.23  0.255
N 0.19 -1.83 0.53  -0.379
C 0.18 -0.53 0.13  0.417
C -0.39 2.90 -1.09  0.107
N 1.05 0.24 1.08  -0.019

HOMO energy ... -9.6 eV
Relative energy (zero: lowest compared OMol25 entry of this formula, charge and spin) ... 343.6 kJ/mol
HOMO-LUMO gap ... 8.763 eV



The following is a DFT calculation (ωB97M-V/def2-TZVPD) of a cluster of 2 separate species, C2H3N3O2 in total at a distorted geometry.

Last column: Mulliken charge in e.
Element x y z (Å)
O 1.86 -0.92 0.84  -0.583
C -0.98 -0.04 -1.18  0.521
H 0.16 0.18 1.89  0.295
H -0.22 2.33 -0.72  0.046
N 1.24 -0.67 -0.18  0.922
H -1.26 0.58 1.46  0.300
N -0.53 -0.10 1.24  -0.429
N -1.75 -0.13 -2.00  -0.315
C -0.11 -0.12 -0.08  -0.232
O 1.59 -1.10 -1.27  -0.526

HOMO energy (spin up / spin down) ... -9.4 / -11.5 eV
Relative energy (zero: lowest compared OMol25 entry of this formula, charge and spin) ... 788.1 kJ/mol
HOMO-LUMO gap (spin up / spin down) ... 8.125 / 9.245 eV



Number 1: total energy -242.19170 Ha. Number 2: total energy -242.13729 Ha. Number 3: total energy -317.38301 Ha. Number 4: total energy -317.48232 Ha. Number 5: total energy -317.41857 Ha. Number 6: total energy -317.42787 Ha. Number 7: total energy -317.46085 Ha. Number 8: total energy -317.24458 Ha. Number 9: total energy -317.35540 Ha. Number 10: total energy -392.65503 Ha. Number 11: total energy -392.66268 Ha. Number 12: total energy -392.49338 Ha.